The following is a DFT calculation (ωB97M-V with the def2-TZVPD basis set) of a single C7H17N molecule in a non-equilibrium geometry.

**Calculated total energy**: -331.6479 hartree
**ΔE to the lowest compared entry with this formula, charge and spin**: 60.5 kJ/mol
**Charge**: 0
**LUMO**: 0.992 eV

Element x y z (Å)
C -0.3427 -0.0082 -0.2210
C 1.2914 0.3034 0.2609
C -1.0346 0.0110 1.1257
C -0.8627 1.0916 -1.1546
C 1.9746 -0.9352 0.8510
C 2.1349 0.8310 -0.9025
C -2.6415 -0.3667 1.0132
N -0.4142 -1.2764 -0.8929
H 1.2928 1.0833 1.0331
H -1.3442 -1.6797 -0.9416
H 0.0239 -1.2642 -1.8093
H -1.0063 1.0108 1.5657
H -0.6297 -0.7119 1.8352
H -0.2754 1.1432 -2.0773
H -0.8160 2.0715 -0.6716
H -1.8984 0.9126 -1.4578
H 2.0464 -1.7390 0.1094
H 2.9987 -0.7091 1.1742
H 1.4466 -1.3285 1.7235
H 3.1878 0.9416 -0.6126
H 1.8024 1.8259 -1.2149
H 2.0985 0.1586 -1.7655
H -2.7614 -1.4327 0.8022
H -3.1067 -0.1449 1.9781
H -3.1642 0.2118 0.2494

=====

The following is a DFT calculation (ωB97M-V with the def2-TZVPD basis set) of 2 unconnected molecules or ions with the total composition C7H17N2 in a non-equilibrium geometry.

**Calculated total energy**: -386.0289 hartree
**ΔE to the lowest compared entry with this formula, charge and spin**: 402.3 kJ/mol
**Charge**: +1
**LUMO**: -3.930 eV

Element x y z (Å)
C -0.3654 2.0005 0.0730
C -1.7183 -1.0789 -1.2962
C -0.5861 -0.1305 1.9436
C 1.7473 0.8161 1.4517
C 1.3883 -0.7765 -1.1977
C -0.6231 -1.6878 -0.4323
C 0.4490 0.2410 0.9346
N -0.7257 1.9517 -1.1660
N 0.4490 -0.7450 -0.0796
H 0.1480 2.8564 0.6315
H -2.1192 -0.3385 -0.5585
H -1.3478 -0.7850 -2.2040
H -2.3666 -1.8046 -1.4968
H -0.2540 -0.8120 2.6508
H -0.6679 0.7204 2.6633
H -1.5344 -0.4622 1.7233
H 1.9238 1.7922 0.8472
H 1.6782 1.1426 2.5050
H 2.4138 0.0666 1.2538
H 1.9338 -1.7864 -1.3993
H 0.9837 -0.5085 -2.1331
H 2.0524 0.0270 -1.0987
H -0.1946 -2.4024 -0.9933
H -0.9281 -2.1775 0.5838
H -0.7047 2.7996 -1.6472
H -1.0316 1.0817 -1.5589

=====

The following is a DFT calculation (ωB97M-V with the def2-TZVPD basis set) of 2 unconnected molecules or ions with the total composition C7H17N2PS in a non-equilibrium geometry.

**Calculated total energy**: -1125.8774 hartree
**ΔE to the lowest compared entry with this formula, charge and spin**: 254.2 kJ/mol
**Charge**: 0
**LUMO (spin up / spin down)**: -1.558 / -1.558 eV

Element x y z (Å)
C -0.0827 -1.2066 0.3992
C 0.3885 -0.8276 1.5806
C 0.7077 2.5690 -1.9293
C 0.7312 -1.9070 -0.6325
C 0.2201 1.1684 -1.5760
C 0.5511 -1.3320 -2.0440
C 1.0873 0.0885 -2.2224
N -0.3613 -0.6680 4.1990
N -3.3764 -0.5891 1.7142
P -0.6147 0.1280 2.7386
S -0.1659 2.0120 2.9054
H -1.1258 -1.0268 0.1698
H 1.4141 -0.9859 1.9002
H 0.0993 3.3168 -1.4246
H 0.6440 2.7400 -3.0021
H 1.7420 2.7007 -1.6199
H 0.4102 -2.9545 -0.6553
H 1.7855 -1.8855 -0.3552
H 0.2301 1.0518 -0.4914
H -0.8136 1.0524 -1.9110
H -0.5068 -1.3543 -2.3109
H 1.0827 -1.9916 -2.7360
H 1.1467 0.2927 -3.2946
H 2.1025 0.1505 -1.8220
H -0.6229 -0.1432 5.0279
H -0.6861 -1.6263 4.2399
H -3.6040 -1.2238 2.4791
H -3.7872 0.3096 1.9594

=====

The following is a DFT calculation (ωB97M-V with the def2-TZVPD basis set) of a gas-phase ion, C7H17N2Si (charge +1) in a non-equilibrium geometry.

**Calculated total energy**: -675.5841 hartree
**ΔE to the lowest compared entry with this formula, charge and spin**: 204.0 kJ/mol
**Charge**: +1
**LUMO**: -4.724 eV

Element x y z (Å)
C 0.3323 0.9244 -0.0975
C -1.1094 0.8569 -0.0592
C 1.0589 2.2409 -0.1959
C -1.6482 1.2910 1.3543
C 2.5732 -1.8380 -0.4714
C -3.0071 -0.5756 -0.7473
C 2.3595 -0.3584 -0.0336
N -1.6520 -0.5349 -0.1804
N 1.0281 -0.1443 0.2352
Si -0.8335 -2.0851 -0.0365
H -1.5643 1.4009 -1.0142
H 0.4276 3.1389 -0.3995
H 1.9360 2.2405 -0.8890
H 1.5724 2.4980 0.7400
H -2.6071 0.8745 1.4797
H -1.8662 2.3956 1.4013
H -1.0089 0.9086 2.2037
H 3.6040 -1.9212 -0.9812
H 2.3360 -2.5044 0.3261
H 1.7688 -2.0116 -1.2336
H -3.1951 0.1887 -1.5294
H -3.1498 -1.5979 -0.9875
H -3.7504 -0.3571 0.0454
H 2.7810 0.3580 -0.7048
H 2.9852 -0.2677 1.0006
H -0.6684 -2.8471 1.3350
H -0.8590 -2.8270 -1.2863